Here is a molecular structure, C23H55F3NNiO13 at a distorted geometry from the Open Molecules 2025 dataset. Energies are from ωB97M-V with the def2-TZVPD basis set.

## Properties
**Spin multiplicity**: 3
**Net charge**: +1
**Frontier orbital gap (spin up / spin down)**: 5.61 / 4.51 eV
**E**: -3749.65668 Ha
**⟨S²⟩**: 2.00

Positions of all 96 atoms, in Å:
1 F 0.71 -0.52 -0.74
2 O 3.89 3.54 -0.55
3 H -0.66 5.37 -2.04
4 H -2.11 -1.35 2.72
5 H 0.11 2.04 2.83
6 H 3.13 5.95 0.39
7 H 4.34 4.16 0.03
8 H 1.82 -2.28 -4.34
9 O -3.76 4.93 5.32
10 H -3.54 0.69 -0.71
11 H 0.41 5.01 2.73
12 H 1.67 7.28 -0.99
13 C -2.29 -3.36 1.82
14 C -3.50 4.40 6.62
15 H 1.93 4.27 2.86
16 H 4.97 2.75 -2.11
17 C -1.93 -2.40 2.97
18 O -2.58 1.62 -3.33
19 O -0.03 5.30 -1.33
20 O -1.61 3.16 5.60
21 H -0.84 -2.18 -4.13
22 H 5.33 0.57 -1.18
23 H 2.16 -5.74 -0.27
24 O 2.27 5.64 0.08
25 O -2.28 -2.64 0.56
26 C 1.63 -2.35 -3.27
27 H -0.44 -6.05 -4.30
28 H -1.54 -5.05 -0.46
29 F -0.42 -0.24 1.11
30 H 1.87 -6.70 -2.39
31 C -1.96 4.18 6.55
32 C 0.82 -6.47 -2.58
33 H -0.09 -2.22 2.50
34 C 0.62 0.24 0.37
35 C 0.62 -3.53 -3.16
36 H 1.15 -6.56 -4.76
37 H 0.73 -5.42 0.69
38 H 0.79 3.88 4.09
39 H -2.07 0.07 -1.37
40 H -0.34 5.57 0.65
41 C 0.17 2.95 2.22
42 O -0.54 -2.55 3.29
43 O 0.19 -3.22 -0.86
44 H 2.61 -2.64 -2.89
45 H -1.38 -2.87 -2.72
46 O 5.32 1.15 0.86
47 O 1.27 2.15 -1.01
48 H 0.85 -2.52 -0.85
49 H -4.54 1.25 -2.82
50 H -0.78 3.37 1.89
51 H -4.61 5.38 5.27
52 H -1.60 -4.20 1.80
53 N 0.64 -4.16 -1.81
54 H -2.82 1.75 -4.25
55 H -1.46 -6.72 -1.10
56 C 1.13 -4.59 -4.18
57 H -0.76 6.99 -0.44
58 C 4.99 2.70 -1.02
59 H 4.82 1.78 1.38
60 H 5.95 3.10 -0.70
61 H 0.91 -4.21 -5.19
62 H -3.12 -1.61 -0.64
63 H -3.76 -0.08 -3.51
64 O -3.67 -1.25 -1.36
65 C 4.86 1.26 -0.49
66 H -1.48 -2.80 0.05
67 O 1.00 2.63 1.10
68 H -2.49 3.01 5.22
69 C -0.06 6.19 -0.21
70 C 1.34 6.74 -0.10
71 H -3.33 -3.68 1.86
72 C 0.51 1.74 0.08
73 C -3.57 0.74 -2.81
74 Ni 1.90 4.03 -1.16
75 C -0.81 -3.15 -3.62
76 C -3.16 0.05 -1.52
77 H -1.73 3.68 7.50
78 H -1.54 -3.90 -3.94
79 F 1.68 -0.14 1.17
80 H 1.08 -7.01 0.00
81 C 1.09 -5.94 -0.20
82 H 1.20 -1.48 -2.79
83 C -1.24 -5.68 -1.29
84 H -3.71 4.90 7.57
85 H -1.61 -5.34 -2.26
86 H -1.34 5.03 6.25
87 H 0.31 -7.43 -2.57
88 H 2.23 -4.63 -4.09
89 H -3.89 3.38 6.66
90 C 0.87 4.06 3.02
91 H 3.80 1.02 -0.33
92 C 0.29 -5.55 -1.48
93 C 0.62 -5.96 -4.01
94 H -0.54 1.93 -0.15
95 H 1.35 7.37 0.79
96 H -2.43 -2.62 3.91

Atom charges from the Löwdin analysis, given in e for atoms 1 to 4:
1 F 0.14
2 O -0.12
3 H 0.13
4 H 0.11

Here is a molecular structure, C23H55IrN3OP4Se at a distorted geometry from the Open Molecules 2025 dataset. Energies are from ωB97M-V with the def2-TZVPD basis set.

## Properties
**Spin multiplicity**: 5
**Net charge**: +3
**Frontier orbital gap (spin up / spin down)**: 5.64 / 3.39 eV
**E**: -5019.05153 Ha
**⟨S²⟩**: 6.03

Positions of all 88 atoms, in Å:
1 C 7.05 0.84 -1.59
2 H -0.70 3.31 -4.84
3 P -1.66 0.77 -2.47
4 C -1.59 1.92 4.59
5 H -3.93 2.57 -1.68
6 C 2.32 -2.18 -1.70
7 H 2.83 0.33 4.32
8 H -3.41 0.59 -4.70
9 H 4.02 -0.61 -2.22
10 H -0.71 1.85 5.25
11 H 0.57 -1.38 5.39
12 H 2.42 -2.28 1.11
13 H -2.69 -1.77 -2.67
14 H 0.74 -1.15 -3.48
15 H -0.83 -3.67 1.16
16 H 3.36 -2.38 -1.43
17 H -0.83 -0.31 3.62
18 H -2.30 -3.97 2.14
19 C 3.07 -0.43 3.57
20 H 1.26 -3.41 1.86
21 C -3.06 -1.43 3.35
22 H -3.43 -0.39 3.40
23 N -1.27 -0.44 -3.54
24 C 4.36 0.78 -0.62
25 H 6.38 -0.68 -3.00
26 H -5.18 1.30 -1.80
27 N -0.96 2.11 -3.18
28 C -1.87 -1.77 -3.39
29 H -2.07 2.90 4.75
30 P 1.55 -1.38 3.18
31 H 8.07 0.85 -1.96
32 H -1.41 3.72 -1.86
33 C 6.10 -0.02 -2.17
34 C -2.70 -1.44 0.50
35 H 2.07 -1.17 -2.04
36 C 0.13 3.14 2.57
37 H 0.28 -2.94 4.59
38 H -2.42 2.90 -4.51
39 H -3.28 1.38 2.01
40 C 1.36 -3.11 -1.59
41 C -4.12 1.49 -1.60
42 H 0.04 -0.88 -5.10
43 Ir -0.03 -0.17 2.23
44 H 2.91 -3.27 2.54
45 H -4.30 -0.68 -3.83
46 H -3.90 -2.10 3.11
47 H -2.89 3.12 2.09
48 H 0.51 0.52 -4.08
49 H 0.11 2.83 -1.51
50 C 0.09 -0.49 -4.07
51 P -1.01 1.74 2.84
52 H 0.29 -2.88 -1.68
53 H 1.90 -2.58 5.27
54 C 1.03 -2.16 4.76
55 H -3.77 -1.34 0.69
56 H -1.12 -2.51 -3.06
57 O -1.19 0.73 -1.04
58 C 2.09 -2.72 2.07
59 C -4.02 0.38 -3.81
60 H -3.89 1.17 -0.58
61 Se 2.65 0.60 0.13
62 H -0.21 4.04 3.10
63 C 5.32 1.72 -0.12
64 H 4.99 2.42 0.64
65 P -1.77 -1.62 2.05
66 H 1.13 2.85 2.93
67 H 1.62 -4.17 -1.42
68 H 3.83 -1.12 3.96
69 H -2.21 2.10 0.77
70 H -2.33 -0.57 -0.05
71 C -1.38 2.51 -4.51
72 H -2.27 1.10 4.84
73 H -2.53 -2.33 -0.13
74 H 0.02 3.92 -2.92
75 H -4.94 0.98 -3.86
76 N -3.33 0.72 -2.57
77 H 7.36 2.44 -0.16
78 C -2.50 2.13 1.83
79 H -1.31 1.68 -5.22
80 H -2.64 -1.72 4.32
81 C 6.64 1.73 -0.58
82 H -2.25 -2.10 -4.37
83 H 3.43 0.03 2.63
84 C 4.78 -0.01 -1.72
85 H -0.75 -3.65 2.97
86 H 0.21 3.34 1.50
87 C -0.54 3.20 -2.31
88 C -1.36 -3.40 2.09

Atom charges from the Löwdin analysis, given in e for atoms 1 to 4:
1 C 0.04
2 H 0.09
3 P 0.54
4 C -0.21

Here is a molecular structure, C23H55N3OOsP4Se at a distorted geometry from the Open Molecules 2025 dataset. Energies are from ωB97M-V with the def2-TZVPD basis set.

## Properties
**Relative energy (zero: lowest compared OMol25 entry of this formula, charge and spin)**: 15.3 kcal per mole
**Spin multiplicity**: 5
**Net charge**: +4
**Frontier orbital gap (spin up / spin down)**: 6.74 / 5.25 eV
**E**: -5004.85138 Ha
**⟨S²⟩**: 6.04

Positions of all 88 atoms, in Å:
1 H 0.55 4.84 -1.68
2 H 4.49 -0.18 -2.30
3 H 1.65 -4.23 3.54
4 H 2.47 3.73 -1.44
5 C 2.82 3.03 -0.67
6 H 2.17 4.70 2.03
7 H -1.68 -2.55 4.83
8 C -0.76 -2.85 4.31
9 C -0.51 4.55 -1.72
10 P -2.44 1.71 0.95
11 H -4.07 1.29 -0.85
12 H 3.72 -0.06 -0.60
13 H -1.73 0.13 2.66
14 H 1.48 2.20 -2.81
15 C 0.01 -2.32 -4.46
16 H -3.14 2.90 -1.97
17 H 2.94 -2.15 -2.78
18 C 2.54 1.83 1.88
19 Se -0.96 -0.79 -2.21
20 O 0.63 -0.60 1.34
21 H 3.37 -3.87 3.27
22 H -3.49 0.49 2.77
23 C -2.32 2.57 -2.62
24 H -3.28 -0.20 -0.33
25 C -2.49 -2.35 -5.71
26 H -3.16 -1.12 -4.05
27 H 3.62 -1.06 2.20
28 H 1.04 -1.05 5.20
29 H -0.05 -3.24 5.06
30 H 2.12 0.82 1.96
31 C 0.29 -4.05 0.56
32 H 3.12 -1.75 0.61
33 H -1.55 -3.60 -7.21
34 H 0.67 0.21 3.99
35 H 3.75 3.45 -0.23
36 H -1.00 -3.65 3.60
37 P 0.57 -1.87 2.13
38 H 3.07 2.08 -1.15
39 N -0.35 -3.12 1.49
40 C 0.44 2.24 -3.14
41 N 2.09 -2.55 2.31
42 H 1.27 -4.34 0.95
43 H -1.71 -2.18 0.14
44 H -0.96 4.99 -2.62
45 H 1.16 5.19 0.62
46 P -0.69 2.72 -1.77
47 C -3.70 0.75 0.03
48 C -0.16 -3.02 -5.66
49 H -4.06 3.32 1.80
50 H -3.47 -2.34 -6.20
51 C 3.75 -0.55 -1.58
52 H -2.24 -2.21 1.86
53 H -2.25 -3.71 0.90
54 H 2.48 2.32 2.85
55 H 3.59 1.75 1.57
56 H -1.03 4.96 -0.84
57 H -2.32 3.21 -3.51
58 C -1.08 -1.65 -3.86
59 H -2.28 1.67 3.36
60 P 1.56 2.77 0.65
61 H 2.00 -1.69 -1.24
62 H -0.35 -4.94 0.49
63 H 0.34 2.96 -3.97
64 Os -0.38 1.67 0.18
65 H -0.45 2.57 1.52
66 C 2.88 -1.53 -1.88
67 H -2.44 4.05 1.59
68 C -3.18 3.37 1.14
69 C -2.49 0.92 2.59
70 C 1.31 4.43 1.40
71 C 2.39 -3.42 3.45
72 C -1.72 -2.77 1.08
73 N -0.21 -1.68 3.60
74 C -2.34 -1.66 -4.52
75 H 0.97 -2.28 -3.95
76 H 2.43 -2.86 4.40
77 H 0.42 4.40 2.03
78 H -2.47 1.53 -2.94
79 H 0.40 -3.61 -0.44
80 H -3.48 3.79 0.17
81 C 3.28 -1.97 1.68
82 H -4.56 0.53 0.69
83 H -0.58 -0.32 5.14
84 H 4.09 -2.71 1.74
85 C 0.27 -0.65 4.53
86 H 0.68 -3.54 -6.11
87 H 0.14 1.24 -3.50
88 C -1.42 -3.04 -6.29

Atom charges from the Löwdin analysis, given in e for atoms 1 to 4:
1 H 0.04
2 H 0.09
3 H 0.12
4 H 0.04

> net charge of number 3 (C23H55N3OOsP4Se)?

+4

Please write out number 2 again, unchanged.
Here is a molecular structure, C23H55IrN3OP4Se at a distorted geometry from the Open Molecules 2025 dataset. Energies are from ωB97M-V with the def2-TZVPD basis set.

## Properties
**Spin multiplicity**: 5
**Net charge**: +3
**Frontier orbital gap (spin up / spin down)**: 5.64 / 3.39 eV
**E**: -5019.05153 Ha
**⟨S²⟩**: 6.03

Positions of all 88 atoms, in Å:
1 C 7.05 0.84 -1.59
2 H -0.70 3.31 -4.84
3 P -1.66 0.77 -2.47
4 C -1.59 1.92 4.59
5 H -3.93 2.57 -1.68
6 C 2.32 -2.18 -1.70
7 H 2.83 0.33 4.32
8 H -3.41 0.59 -4.70
9 H 4.02 -0.61 -2.22
10 H -0.71 1.85 5.25
11 H 0.57 -1.38 5.39
12 H 2.42 -2.28 1.11
13 H -2.69 -1.77 -2.67
14 H 0.74 -1.15 -3.48
15 H -0.83 -3.67 1.16
16 H 3.36 -2.38 -1.43
17 H -0.83 -0.31 3.62
18 H -2.30 -3.97 2.14
19 C 3.07 -0.43 3.57
20 H 1.26 -3.41 1.86
21 C -3.06 -1.43 3.35
22 H -3.43 -0.39 3.40
23 N -1.27 -0.44 -3.54
24 C 4.36 0.78 -0.62
25 H 6.38 -0.68 -3.00
26 H -5.18 1.30 -1.80
27 N -0.96 2.11 -3.18
28 C -1.87 -1.77 -3.39
29 H -2.07 2.90 4.75
30 P 1.55 -1.38 3.18
31 H 8.07 0.85 -1.96
32 H -1.41 3.72 -1.86
33 C 6.10 -0.02 -2.17
34 C -2.70 -1.44 0.50
35 H 2.07 -1.17 -2.04
36 C 0.13 3.14 2.57
37 H 0.28 -2.94 4.59
38 H -2.42 2.90 -4.51
39 H -3.28 1.38 2.01
40 C 1.36 -3.11 -1.59
41 C -4.12 1.49 -1.60
42 H 0.04 -0.88 -5.10
43 Ir -0.03 -0.17 2.23
44 H 2.91 -3.27 2.54
45 H -4.30 -0.68 -3.83
46 H -3.90 -2.10 3.11
47 H -2.89 3.12 2.09
48 H 0.51 0.52 -4.08
49 H 0.11 2.83 -1.51
50 C 0.09 -0.49 -4.07
51 P -1.01 1.74 2.84
52 H 0.29 -2.88 -1.68
53 H 1.90 -2.58 5.27
54 C 1.03 -2.16 4.76
55 H -3.77 -1.34 0.69
56 H -1.12 -2.51 -3.06
57 O -1.19 0.73 -1.04
58 C 2.09 -2.72 2.07
59 C -4.02 0.38 -3.81
60 H -3.89 1.17 -0.58
61 Se 2.65 0.60 0.13
62 H -0.21 4.04 3.10
63 C 5.32 1.72 -0.12
64 H 4.99 2.42 0.64
65 P -1.77 -1.62 2.05
66 H 1.13 2.85 2.93
67 H 1.62 -4.17 -1.42
68 H 3.83 -1.12 3.96
69 H -2.21 2.10 0.77
70 H -2.33 -0.57 -0.05
71 C -1.38 2.51 -4.51
72 H -2.27 1.10 4.84
73 H -2.53 -2.33 -0.13
74 H 0.02 3.92 -2.92
75 H -4.94 0.98 -3.86
76 N -3.33 0.72 -2.57
77 H 7.36 2.44 -0.16
78 C -2.50 2.13 1.83
79 H -1.31 1.68 -5.22
80 H -2.64 -1.72 4.32
81 C 6.64 1.73 -0.58
82 H -2.25 -2.10 -4.37
83 H 3.43 0.03 2.63
84 C 4.78 -0.01 -1.72
85 H -0.75 -3.65 2.97
86 H 0.21 3.34 1.50
87 C -0.54 3.20 -2.31
88 C -1.36 -3.40 2.09

Atom charges from the Löwdin analysis, given in e for atoms 1 to 4:
1 C 0.04
2 H 0.09
3 P 0.54
4 C -0.21